Below is a gas-phase ion, C5H11N3 (charge +2) at a distorted geometry, with properties calculated with ωB97M-V/def2-TZVPD.

## Properties
- Energy above the lowest of the compared OMol25 structures with the same formula, charge and spin: 4.028 eV
- Net charge: +2
- Frontier orbital gap: 9.8 eV
- Structure (SMILES): C=N/C(C)=[NH+]\C=[NH+]/C
- DFT total energy: -360.65471 a.u.

Structure (XYZ):
```
19
C5H11N3, DFT ωB97M-V/def2-TZVPD
C 3.01610 -1.54857 0.07234
C -0.76856 -1.05195 -0.02202
C 1.26893 0.26862 -0.10981
C 1.87031 1.61992 -0.07131
C -2.94192 0.07342 -0.18728
N 2.08769 -0.72958 -0.02656
N -2.07082 -1.08209 -0.05061
N -0.10067 0.10830 0.04046
H 3.18732 -2.35688 -0.56716
H 3.72168 -1.54551 0.82519
H -0.29620 -1.94078 0.01128
H 2.53062 1.93056 -0.97184
H 2.59996 1.62206 0.72248
H 1.19106 2.42364 0.00633
H -4.03126 -0.38849 -0.17885
H -3.09668 0.85590 0.66301
H -2.61504 0.43604 -1.19327
H -2.69626 -1.84993 0.02244
H -0.79417 0.80752 0.22150
```

Partial charges, natural (NBO), in e:
1 C 0.189
2 C 0.423
3 C 0.579
4 C -0.707
5 C -0.530
6 N -0.334
7 N -0.426
8 N -0.553
9 H 0.236
10 H 0.233
11 H 0.235
12 H 0.324
13 H 0.289
14 H 0.274
15 H 0.290
16 H 0.286
17 H 0.254
18 H 0.475
19 H 0.462